Record 1
The following is a quantum chemistry calculation of a molecular structure, C23H19Br2Cl3F3IrN3OS, from the OMol25 dataset.

The geometry in XYZ format:
```
56
Properties=species:S:1:pos:R:3:forces:R:3
Ir 0.12484 -0.10260 0.26263 0.2 0.0 -0.3
Br -0.46415 -0.81141 2.71293 0.0 0.1 0.0
C -1.64289 -2.21282 2.05799 0.0 0.0 0.0
Br -1.55786 -2.19130 0.12118 0.0 0.0 0.0
H -2.65503 -1.99175 2.37254 0.0 0.0 0.0
H -1.28021 -3.16819 2.41586 0.0 0.0 0.0
Cl 0.30172 6.99935 -7.88467 0.0 0.0 0.0
C 0.29413 6.68662 -6.20209 -0.1 0.3 0.0
C 0.07924 5.39618 -5.73639 -0.3 -0.1 0.0
C 0.05188 5.16190 -4.37318 -0.1 0.0 0.1
C 0.25494 6.17647 -3.44079 -0.3 -0.1 -0.1
C 0.18590 5.92914 -1.95534 0.0 -0.1 0.0
C -1.01639 5.10673 -1.46208 -0.3 0.0 0.3
N -0.96026 3.63441 -1.42765 0.4 0.2 -0.5
C -1.73319 2.79204 -2.20298 -0.1 0.1 0.1
C -1.49659 1.53446 -1.77089 0.1 0.0 0.2
N -0.57725 1.60007 -0.73044 0.1 -0.2 -0.1
C -0.25784 2.88676 -0.57310 -0.4 0.0 0.2
O 1.39298 5.41573 -1.38521 0.0 -0.2 0.1
C 2.40717 5.01965 -2.28217 0.3 -0.1 0.0
C 3.09663 6.20715 -2.90472 0.0 -0.1 0.0
C 3.33512 6.40067 -4.28463 0.0 0.0 -0.3
Cl 2.98782 5.33019 -5.50521 0.5 -0.2 0.0
S 4.10560 7.90882 -4.65851 -0.1 -0.2 0.2
C 4.13992 8.27593 -3.00832 -0.1 -0.1 0.4
C 3.57140 7.28014 -2.18838 0.2 0.5 -0.1
C 0.47056 7.46761 -3.94541 -0.2 0.2 0.1
Cl 0.62107 8.82947 -2.88943 0.2 -0.1 -0.1
C 0.48883 7.72625 -5.30860 0.0 0.1 -0.2
H -0.08187 4.59189 -6.44138 0.0 0.0 0.0
H -0.11951 4.14526 -4.03352 0.0 0.1 0.0
H 0.01014 6.88987 -1.47602 0.1 0.1 0.0
H -1.88097 5.37364 -2.06455 -0.1 0.0 0.0
H -1.22264 5.41610 -0.43945 0.0 0.0 0.0
H -2.42991 3.16201 -2.93776 0.1 0.0 0.0
H -1.94400 0.60963 -2.09401 0.0 0.0 0.0
H 0.39001 3.29642 0.18514 0.1 0.0 -0.1
H 2.04654 4.33835 -3.05410 0.1 0.0 0.0
H 3.13303 4.48771 -1.66547 0.0 0.0 0.0
H 4.58110 9.20654 -2.67142 0.0 -0.1 0.0
H 3.51110 7.36158 -1.11175 0.0 0.1 0.0
H 0.61857 8.73871 -5.66813 0.0 0.0 0.0
F 6.23539 -1.20671 -2.94128 0.0 0.0 0.0
C 6.08860 -1.45342 -1.64027 0.0 0.0 0.0
F 6.89258 -0.63696 -0.95443 0.0 0.0 0.0
F 6.44306 -2.70888 -1.39366 0.0 -0.1 0.0
C 4.65027 -1.22100 -1.20628 0.0 0.0 0.0
C 4.33515 -1.26360 0.14300 0.0 0.0 0.0
C 3.03419 -1.01756 0.52358 0.0 0.0 0.0
N 2.07011 -0.74342 -0.37616 -0.1 0.0 0.2
C 2.37447 -0.73450 -1.68537 0.0 -0.1 0.0
C 3.65533 -0.96758 -2.13661 0.0 0.0 0.0
H 5.08631 -1.48057 0.89081 0.0 0.0 0.0
H 2.74644 -1.04471 1.56625 0.0 0.0 0.0
H 1.56224 -0.55423 -2.37852 0.0 0.0 0.0
H 3.86969 -0.95983 -3.19578 0.0 0.0 0.0
```
Forces are in eV/Å.

Summary:
- Charge: +3
- 2S+1: 5
- HOMO-LUMO gap (spin up / spin down): 8.0 / 5.5 eV
- ΔE to the lowest compared entry with this formula, charge and spin: 24.6 kJ/mol



Record 2
The following is a quantum chemistry calculation of a molecular structure, C23H19Cl3GeN6NaSSe2 in a non-equilibrium geometry, from the OMol25 dataset.

The geometry in XYZ format:
```
56
Properties=species:S:1:pos:R:3:forces:R:3
Na -0.41210 -0.14340 0.65100 0.0 -0.4 -0.2
S 2.49680 0.26080 0.22960 -0.4 0.4 0.3
C 2.42650 1.99380 -0.11720 -2.6 -2.5 0.3
N 3.52580 2.70140 -0.21790 2.1 2.7 -0.5
N 4.65670 2.09450 -0.02830 -0.1 -1.4 0.4
C 5.89490 2.68230 -0.11220 0.5 0.4 -0.1
C 7.00040 1.91460 0.26130 -0.1 0.0 0.0
C 8.26650 2.45670 0.21350 0.0 0.0 0.0
C 8.45190 3.75970 -0.22210 0.1 0.0 0.0
C 7.35840 4.51800 -0.61370 0.1 -0.1 0.0
C 6.08160 3.99320 -0.55860 -0.3 0.0 0.0
N 1.29260 2.66680 -0.29210 2.0 1.2 0.2
N 0.18750 2.01830 -0.35680 -2.2 -1.0 -0.5
C -0.93730 2.77340 -0.45060 0.9 -1.0 -0.1
C -2.17390 2.01540 -0.80420 0.2 0.0 0.0
C -3.42860 2.85810 -1.13100 -0.1 0.2 -0.2
C -3.32460 4.30400 -0.79010 -0.2 -0.1 -0.1
C -2.20180 4.85610 -0.31340 0.2 0.0 0.0
C -0.99410 4.10560 -0.17280 0.1 0.9 0.1
H 4.60580 1.08750 0.21360 0.1 0.5 0.0
H 6.85050 0.89600 0.58570 0.0 -0.1 0.1
H 9.11310 1.85760 0.50840 0.1 -0.1 0.0
H 9.44840 4.17070 -0.26910 0.1 0.1 0.0
H 7.51930 5.52310 -0.97450 -0.1 0.1 0.0
H 5.22290 4.56760 -0.86540 -0.1 0.1 0.0
H -1.95330 1.25630 -1.56210 0.0 0.1 0.0
H -3.79850 2.73740 -2.15550 0.0 0.0 0.1
H -4.21510 4.89800 -0.92730 -0.1 0.1 0.0
H -2.17320 5.90470 -0.05810 -0.1 0.1 0.0
H -0.09680 4.61120 0.14690 0.1 0.0 0.0
Se -2.16640 -2.90680 1.63670 0.1 -0.2 0.7
Se -3.66180 -2.63360 -0.03970 -0.8 -0.4 -0.4
C -3.78110 -0.72920 -0.11640 1.1 0.3 0.7
C -4.99640 -0.19000 -0.71090 -0.3 0.1 -0.2
C -5.23170 1.11890 -0.65240 0.1 -0.2 0.0
C -4.23800 2.05880 -0.07320 -0.2 0.0 0.2
C -2.92170 1.37580 0.38770 -0.4 0.4 0.1
N -2.84780 -0.05120 0.41560 -0.1 -0.6 -0.2
C -0.63800 -3.29260 0.55330 -0.1 -0.2 -0.2
C 0.24610 -4.29690 0.92060 -0.2 0.1 0.1
C 1.31890 -4.54600 0.08660 0.0 0.1 -0.1
C 1.45300 -3.78950 -1.07150 0.0 -0.1 0.0
C 0.51400 -2.80530 -1.33460 0.3 -0.2 -0.2
N -0.51750 -2.56050 -0.53860 0.1 0.4 0.1
H -5.69350 -0.89720 -1.13720 -0.2 0.1 0.0
H -6.15940 1.53830 -1.01570 -0.1 0.0 -0.1
H -4.71680 2.70370 0.67030 0.1 -0.1 0.0
H -2.55820 1.74580 1.34760 0.0 0.1 0.0
H 0.08470 -4.83960 1.84080 0.0 -0.1 0.0
H 2.03120 -5.31980 0.33650 0.0 0.0 0.0
H 2.26590 -3.96170 -1.76070 0.1 0.0 0.0
H 0.57230 -2.18920 -2.22340 0.1 0.0 0.0
Cl -0.04050 1.34610 2.85390 0.1 0.2 0.2
Ge 1.94870 0.28250 3.00680 0.0 -0.2 0.1
Cl 1.03530 -1.76970 2.75770 0.2 0.1 0.1
Cl 2.27380 0.28070 5.23950 0.0 0.0 -0.4
```
Forces are in eV/Å.

Summary:
- Charge: 0
- 2S+1: 2
- HOMO-LUMO gap (spin up / spin down): 3.9 / 5.3 eV
- ΔE to the lowest compared entry with this formula, charge and spin: 299.1 kJ/mol



Record 3
The following is a quantum chemistry calculation of 4 unconnected molecules or ions with the total composition C23H19F8N2O2S in a non-equilibrium geometry, from the OMol25 dataset.

The geometry in XYZ format:
```
55
Properties=species:S:1:pos:R:3:forces:R:3
O 3.98824 1.28054 1.46228 -0.1 1.7 -2.2
S 3.65468 2.70073 1.50731 -1.3 -3.4 5.1
O 3.44690 3.06006 2.91302 0.3 1.4 -2.6
C 2.06886 2.95332 0.65061 0.9 2.3 0.0
C 1.47990 4.24603 0.40193 0.2 -4.5 -0.2
N 0.32366 3.85341 -0.30836 0.8 -1.0 0.5
C 0.24650 2.49087 -0.44949 0.6 -0.3 0.4
N 1.32612 1.87730 0.14664 -0.9 4.0 -0.6
C 4.99554 3.77516 0.78868 2.0 0.5 0.2
F 6.17445 3.32870 1.35503 -2.0 0.4 -0.7
F 4.82670 5.07194 1.19088 -0.3 -1.7 -0.9
C 5.19246 3.65649 -0.77582 1.2 0.8 -1.8
F 4.05618 3.90080 -1.50570 1.0 -0.5 1.3
F 5.68986 2.44086 -1.15867 -1.0 1.9 1.0
F 6.09110 4.64257 -1.12602 -1.3 -1.7 0.6
H 1.84828 5.26396 0.67282 -0.7 -1.1 -0.4
H -0.38732 4.49146 -0.67396 0.2 -0.4 0.0
H -0.54880 1.91618 -0.97809 0.7 0.9 0.6
H 1.56872 0.87269 0.21955 -0.3 0.4 0.0
F 1.04896 -0.88210 0.77215 0.4 0.2 -0.1
C -0.23358 -1.29076 0.94816 -1.1 -0.4 0.2
C -1.05675 -1.42563 -0.15486 0.3 0.2 -0.3
C -2.36843 -1.84838 0.02439 0.0 0.0 0.2
C -2.83995 -2.11962 1.30384 0.0 0.0 0.0
C -2.00111 -1.97431 2.40338 -0.1 0.1 -0.2
C -0.68713 -1.56238 2.22424 0.3 0.1 0.2
H -0.67213 -1.20211 -1.14390 0.0 -0.1 0.0
H -3.02155 -1.96589 -0.83202 0.1 0.0 0.0
H -3.86402 -2.44560 1.44357 0.1 0.0 0.0
H -2.37075 -2.18250 3.39955 0.1 0.0 -0.1
H -0.01653 -1.45243 3.06790 0.0 0.0 0.0
F -1.77040 4.12208 -2.03945 0.2 0.2 0.2
C -2.57783 3.45037 -2.90290 -0.8 -0.6 -0.8
C -3.90720 3.81073 -3.00366 0.0 0.3 0.3
C -4.73000 3.12712 -3.88930 0.2 -0.2 -0.1
C -4.21407 2.08599 -4.65382 0.0 0.0 0.0
C -2.87590 1.73158 -4.53819 -0.2 0.1 0.1
C -2.04941 2.42200 -3.66040 0.3 0.0 0.2
H -4.29257 4.61896 -2.39398 0.0 0.0 0.0
H -5.77255 3.40501 -3.98328 0.1 0.0 0.0
H -4.85826 1.55083 -5.34134 0.1 0.0 0.0
H -2.47559 0.91822 -5.13126 0.0 0.1 0.0
H -1.00022 2.16574 -3.56373 0.0 0.0 -0.1
F -1.43197 -4.74610 3.80301 -0.1 0.1 0.1
C -0.61021 -5.49203 3.04110 0.4 -0.4 -0.4
C -0.75477 -5.46856 1.66528 -0.2 0.2 -0.1
C 0.09679 -6.23449 0.87883 0.1 -0.1 0.2
C 1.07420 -7.02150 1.47774 0.1 0.0 -0.1
C 1.20507 -7.03927 2.86148 -0.1 0.1 -0.2
C 0.36158 -6.26573 3.64879 0.0 0.0 0.3
H -1.52777 -4.85529 1.21752 0.0 0.0 0.0
H -0.00192 -6.21858 -0.20013 0.0 0.0 0.1
H 1.73507 -7.62205 0.86340 0.0 0.0 0.1
H 1.96425 -7.65597 3.32743 -0.1 0.1 0.0
H 0.45458 -6.26043 4.72783 0.0 0.0 0.0
```
Forces are in eV/Å.

Summary:
- Charge: +1
- HOMO-LUMO gap: 7.1 eV



Record 4
The following is a quantum chemistry calculation of a molecular structure, C23H19MoO7, from the OMol25 dataset.

The geometry in XYZ format:
```
50
Properties=species:S:1:pos:R:3:forces:R:3
Mo -2.33637 -0.36538 -0.51485 0.0 -0.3 -0.1
C -4.78109 1.44524 1.76794 0.0 0.0 0.0
C -3.48990 1.81070 1.10861 0.0 0.0 -0.1
C -2.35751 2.10838 1.87415 0.0 0.0 0.0
C -1.18794 2.53704 1.27475 0.0 0.0 0.0
C -1.11283 2.68789 -0.11106 0.0 0.0 0.0
C -2.20973 2.38640 -0.89602 0.0 0.0 0.0
C -3.39318 1.90431 -0.29539 -0.2 0.0 0.0
H -5.48906 1.01178 1.06392 0.0 0.0 0.0
H -5.23322 2.34722 2.18661 0.0 0.0 0.0
H -4.62158 0.74350 2.58510 0.0 0.0 0.0
H -2.41452 2.02143 2.95176 0.0 0.0 0.0
H -0.32243 2.76611 1.88319 0.0 0.0 0.0
H -0.20541 3.05866 -0.56233 0.0 0.0 0.0
H -2.17853 2.53781 -1.96814 0.0 0.0 0.0
H -4.29794 1.82668 -0.89294 0.0 -0.1 0.0
O -2.14283 -4.20545 0.52097 -0.1 0.1 -0.1
C -2.46434 -3.07157 0.38872 0.1 -0.3 0.4
O -2.27531 -2.30349 -0.68301 -0.3 0.3 -0.2
C -3.07727 -2.22196 1.54028 0.0 0.2 0.0
O -3.36704 -2.56952 2.62505 0.0 -0.1 -0.1
O -3.16667 -0.91066 1.10310 0.5 0.0 -0.2
O 0.01760 -0.49109 0.33970 0.0 -0.1 -0.1
C 1.04006 -0.29114 -0.67070 0.1 0.2 -0.1
C 0.28464 0.24080 -1.90268 -0.1 -0.3 0.2
O 0.72315 0.79475 -2.84766 0.1 0.0 0.0
O -1.06517 -0.07586 -1.82027 -0.1 0.2 0.2
C 2.07199 0.68448 -0.11646 0.0 0.0 0.1
C 2.79345 0.24650 0.99555 -0.1 0.0 0.0
C 3.70150 1.07942 1.62388 0.0 0.0 0.0
C 3.91790 2.36139 1.13470 0.0 0.0 0.0
C 3.22686 2.79288 0.01508 0.0 0.0 0.0
C 2.30501 1.96060 -0.60989 0.0 0.0 -0.1
C 1.67649 -1.61115 -1.09826 0.0 0.0 -0.1
C 1.03936 -2.82724 -0.88274 0.0 0.0 0.0
C 1.63297 -4.00875 -1.30563 0.0 0.0 0.0
C 2.85048 -3.97683 -1.96439 0.0 0.0 0.0
C 3.47966 -2.76076 -2.19867 0.0 0.0 0.0
C 2.89933 -1.58110 -1.76582 0.0 0.0 0.0
H 0.39307 -1.04657 1.03740 0.0 0.0 0.0
H 2.66285 -0.76698 1.36026 0.0 0.0 0.0
H 4.25203 0.72276 2.48380 0.0 0.0 0.0
H 4.63760 3.01103 1.61390 0.0 0.0 0.0
H 3.41162 3.77879 -0.39018 0.0 0.0 0.0
H 1.82133 2.30693 -1.51124 -0.1 0.0 0.0
H 0.08035 -2.87370 -0.39052 0.0 0.0 0.0
H 1.13235 -4.94941 -1.12146 0.0 0.0 0.0
H 3.31132 -4.89693 -2.29693 0.0 0.0 0.0
H 4.42923 -2.73028 -2.71489 0.0 0.0 0.0
H 3.39763 -0.63767 -1.94630 0.0 0.0 0.0
```
Forces are in eV/Å.

Summary:
- Charge: +1
- 2S+1: 3
- HOMO-LUMO gap (spin up / spin down): 6.2 / 6.9 eV
- ΔE to the lowest compared entry with this formula, charge and spin: 167.0 kJ/mol



Record 5
The following is a quantum chemistry calculation of a molecular structure, C23H20AuN6O2S, from the OMol25 dataset.

The geometry in XYZ format:
```
53
Properties=species:S:1:pos:R:3:forces:R:3
Au -0.38774 0.85001 -1.55810 0.3 0.1 -0.7
N 5.70756 -1.68783 4.48165 0.0 0.0 -0.1
C 4.57280 -1.53778 3.73710 0.0 0.0 0.1
C 3.93194 -0.29278 3.65899 0.0 0.0 0.0
C 2.77466 -0.14712 2.92499 0.0 0.0 0.0
C 2.24491 -1.24029 2.24733 0.1 -0.1 0.1
C 2.87649 -2.47899 2.30062 0.0 0.0 0.0
C 4.03213 -2.62490 3.03638 0.0 0.0 0.0
S 0.78949 -1.06802 1.31798 -0.3 0.0 0.0
O 0.11072 -2.34279 1.23266 0.0 0.1 0.0
O 0.02945 0.04913 1.85551 0.0 -0.1 0.0
N 1.15067 -0.57555 -0.17582 0.3 0.0 0.0
C 1.27441 -1.43133 -1.19735 0.0 0.1 0.0
N 1.90086 -2.61602 -1.16219 -0.1 0.0 0.0
C 1.92117 -3.31017 -2.28409 0.0 0.0 0.0
C 1.36862 -2.86449 -3.48937 0.0 0.0 0.0
C 0.74199 -1.64588 -3.46122 0.0 0.1 0.0
N 0.67128 -0.94122 -2.32490 -0.1 -0.1 0.1
H 6.04430 -0.93913 5.05648 0.0 0.0 0.0
H 6.12005 -2.59267 4.60678 0.0 0.0 0.0
H 4.34187 0.55197 4.19875 0.0 0.0 0.0
H 2.26138 0.80443 2.88928 0.0 0.0 0.0
H 2.45213 -3.31714 1.76495 0.0 0.0 0.0
H 4.52358 -3.58856 3.08818 0.0 0.0 0.0
H 2.41188 -4.27640 -2.23402 0.0 0.0 0.0
H 1.42274 -3.45051 -4.39333 0.0 0.0 0.0
H 0.27744 -1.21078 -4.33774 0.0 0.0 0.0
N -1.71477 -0.25796 -0.46869 -0.1 0.2 0.0
C -3.08979 -0.09145 -0.87953 0.1 -0.1 0.0
C -3.80595 -1.17704 -1.34577 0.0 0.0 0.1
C -5.11708 -0.98778 -1.75465 0.0 0.0 0.0
C -5.68054 0.27906 -1.69602 0.0 0.0 0.0
C -4.93213 1.35959 -1.25364 0.0 0.0 0.0
C -3.61402 1.19108 -0.84123 0.1 0.0 0.0
C -2.75771 2.33411 -0.44767 0.0 0.1 -0.1
C -3.33880 3.40570 0.23665 0.0 0.0 0.0
C -2.63206 4.55873 0.52033 0.0 0.0 0.0
C -1.31256 4.67153 0.11766 0.0 0.0 0.0
C -0.69306 3.60753 -0.52208 -0.1 -0.1 0.1
C -1.40390 2.44386 -0.78738 0.1 0.1 0.0
H -1.41778 -1.23538 -0.47572 0.0 0.0 0.1
H -1.50012 0.10137 0.47783 -0.2 -0.3 0.1
H -3.35078 -2.16010 -1.37366 0.0 0.0 0.0
H -5.69055 -1.82491 -2.12746 0.0 0.0 0.0
H -6.70368 0.43038 -2.01125 0.0 0.0 0.0
H -5.36279 2.35200 -1.26198 0.0 0.0 0.0
H -4.36810 3.31427 0.55891 0.0 0.0 0.0
H -3.11141 5.36702 1.05525 0.0 0.0 0.0
H -0.75503 5.57920 0.30583 0.0 0.0 0.0
H 0.34443 3.70826 -0.80007 0.0 0.0 0.0
N 2.19077 2.33742 -2.33921 0.0 0.1 -0.4
C 1.12237 1.92407 -2.36436 -0.1 -0.2 0.8
H 3.12825 2.69425 -2.30157 0.0 0.0 -0.1
```
Forces are in eV/Å.

Summary:
- Charge: +1
- HOMO-LUMO gap: 6.0 eV
- ΔE to the lowest compared entry with this formula, charge and spin: 0.0 kJ/mol